2 unconnected molecules or ions with the total composition CH4IPS2 in a non-equilibrium geometry, computed with ωB97M-V/def2-TZVPD.

XYZ file:
```
9
Properties=species:S:1:pos:R:3:forces:R:3
I -2.38360 -0.68408 0.79497 0.43 -0.66 -0.65
S -1.30680 -3.15864 -1.30449 0.26 0.80 0.24
S 0.85648 2.09215 -0.19186 -2.11 1.52 -0.58
P 1.25875 0.51680 1.08179 0.83 -1.72 -1.18
C -1.34233 -1.61420 -0.94351 -1.38 0.11 0.77
H 2.19919 1.14837 1.84002 0.74 0.61 0.86
H 2.37981 0.02294 0.17291 -1.42 0.38 1.01
H -1.12453 -0.72527 -1.51644 0.59 -0.23 -0.36
H -0.53697 2.40194 0.06660 2.06 -0.83 -0.10
```
Positions in Å, forces in eV/Å.

The value obtained for the total energy is -1475.85151 a.u. The value obtained for the HOMO-LUMO gap is 8.27 eV. For the highest occupied orbital energy, the calculation gives -0.340 hartree.